{"formula": "C33H94N8O10", "method": "the ωB97M-V functional and the def2-TZVPD basis", "e_tot_ev": -68132.179, "smiles": "COC[C@H](C)N.COC[C@H](C)N.COC[C@H](C)N.COC[C@H](C)N.COC[C@H](C)N.COC[C@H](C)N.COC[C@H](C)N.COC[C@H](C)N.CO.O", "de_lowest_kj_mol": 406.6, "orbital_gap_ev": 9.298, "max_force_ev_per_a": 3.51, "e_homo_ha": -0.3333, "symbols": ["C", "O", "C", "C", "C", "N", "H", "H", "H", "H", "H", "H", "H", "H", "H", "H", "H", "C", "O", "C", "C", "C", "N", "H", "H", "H", "H", "H", "H", "H", "H", "H", "H", "H", "C", "O", "C", "C", "C", "N", "H", "H", "H", "H", "H", "H", "H", "H", "H", "H", "H", "C", "O", "C", "C", "C", "N", "H", "H", "H", "H", "H", "H", "H", "H", "H", "H", "H", "C", "O", "C", "C", "C", "N", "H", "H", "H", "H", "H", "H", "H", "H", "H", "H", "H", "C", "O", "C", "C", "C", "N", "H", "H", "H", "H", "H", "H", "H", "H", "H", "H", "H", "C", "O", "C", "C", "C", "N", "H", "H", "H", "H", "H", "H", "H", "H", "H", "H", "H", "C", "O", "C", "C", "C", "N", "H", "H", "H", "H", "H", "H", "H", "H", "H", "H", "H", "C", "O", "H", "H", "H", "H", "O", "H", "H"], "xyz": [[-10.15687, -1.30611, -18.14885], [-10.87101, -1.85656, -16.98253], [-10.09524, -2.87716, -16.28152], [-11.01007, -3.81138, -15.36814], [-10.14723, -4.80769, -14.64838], [-11.82303, -4.58001, -16.31166], [-10.89418, -0.55841, -18.44109], [-10.03993, -1.92783, -19.03648], [-9.25331, -0.71355, -18.00550], [-9.62900, -3.51346, -17.03375], [-9.30680, -2.31534, -15.78071], [-11.49601, -3.16481, -14.63745], [-10.77268, -5.48256, -14.06404], [-9.50600, -4.22309, -13.98872], [-9.56994, -5.45011, -15.31331], [-11.32114, -5.20107, -16.93012], [-12.19611, -3.86112, -16.91508], [-25.13852, -7.66137, -13.54093], [-23.88957, -7.53858, -14.28419], [-23.26312, -8.72837, -14.62256], [-22.60301, -9.42376, -13.36730], [-21.66098, -8.50130, -12.56514], [-21.85249, -10.55111, -13.74508], [-25.79870, -8.27805, -14.15082], [-25.54013, -6.65468, -13.42525], [-24.89390, -8.08695, -12.56772], [-23.90560, -9.39667, -15.19590], [-22.48073, -8.42927, -15.32006], [-23.45527, -9.73894, -12.76530], [-22.28545, -7.72230, -12.12777], [-20.82778, -8.12495, -13.15865], [-21.20077, -9.08206, -11.76576], [-21.57271, -11.18872, -13.01345], [-22.36387, -11.12377, -14.40132], [-21.18148, -3.10385, -11.39872], [-21.71317, -3.26276, -10.08794], [-23.07738, -2.79335, -9.91574], [-23.56975, -2.95878, -8.48534], [-23.60014, -4.39148, -7.93510], [-24.85907, -2.37164, -8.19887], [-20.22719, -3.60583, -11.55821], [-21.00339, -2.05815, -11.64947], [-21.87498, -3.51136, -12.13431], [-23.30906, -1.80635, -10.31607], [-23.65379, -3.40828, -10.60691], [-22.75787, -2.49976, -7.92119], [-22.71984, -4.96181, -8.23156], [-24.51915, -4.87768, -8.26241], [-23.71226, -4.37747, -6.85097], [-25.14150, -2.81140, -7.33461], [-25.54901, -2.68391, -8.86712], [-15.00811, -3.64657, -20.83589], [-16.04095, -4.47073, -20.31386], [-15.89266, -5.87814, -20.79715], [-17.20193, -6.68052, -20.59697], [-17.31267, -6.94021, -19.10169], [-17.11041, -8.02866, -21.20073], [-14.64203, -3.79124, -21.85233], [-14.07300, -3.65944, -20.27599], [-15.37102, -2.61902, -20.81287], [-15.74440, -5.96833, -21.87325], [-15.07048, -6.43073, -20.34244], [-18.06607, -6.15283, -21.00060], [-17.44636, -5.98584, -18.59238], [-16.44556, -7.40343, -18.63089], [-18.17322, -7.52032, -18.76849], [-16.42261, -8.53613, -20.66266], [-17.98486, -8.49445, -21.00459], [-15.03542, -6.22327, -7.59908], [-15.13026, -4.84123, -7.21731], [-15.86512, -4.11358, -8.19751], [-16.30879, -2.71776, -7.67977], [-17.21121, -2.81343, -6.49530], [-17.02454, -2.06415, -8.73560], [-15.99014, -6.70960, -7.39884], [-14.26730, -6.74240, -7.02585], [-14.81329, -6.49855, -8.63009], [-15.18533, -3.92759, -9.02901], [-16.73554, -4.67288, -8.54051], [-15.43001, -2.13911, -7.39513], [-18.14161, -3.34188, -6.70314], [-17.55485, -1.82354, -6.19508], [-16.73868, -3.18573, -5.58634], [-17.83665, -2.56899, -9.06074], [-17.39418, -1.23325, -8.29619], [-16.99192, -0.83590, -15.86188], [-17.22394, 0.19379, -14.93147], [-17.30132, 1.44262, -15.54293], [-17.14211, 2.57661, -14.54122], [-18.16716, 2.68169, -13.41342], [-17.16268, 3.76045, -15.30602], [-16.06991, -0.69709, -16.42644], [-17.79871, -0.82416, -16.59473], [-16.95858, -1.73281, -15.24338], [-16.59399, 1.50805, -16.36967], [-18.27642, 1.51346, -16.02488], [-16.17047, 2.46873, -14.05916], [-18.16244, 1.71709, -12.90586], [-19.19072, 2.88927, -13.72541], [-17.76169, 3.37739, -12.67879], [-17.68659, 4.51571, -14.88745], [-17.66554, 3.54509, -16.15505], [-9.08074, -9.46110, -10.81695], [-8.60601, -10.09237, -12.00117], [-9.59724, -10.98478, -12.54327], [-9.13518, -11.78709, -13.79092], [-10.27852, -12.66978, -14.44291], [-7.98682, -12.65876, -13.57106], [-10.06398, -9.03630, -11.01917], [-8.34416, -8.71586, -10.51667], [-9.09626, -10.20109, -10.01679], [-9.78826, -11.79581, -11.84054], [-10.50913, -10.40594, -12.68989], [-8.82484, -10.95136, -14.41809], [-11.10881, -11.97891, -14.58922], [-10.79043, -13.40316, -13.81986], [-9.97005, -13.20467, -15.34116], [-7.77937, -13.11429, -14.44830], [-7.25331, -12.00571, -13.33532], [-17.56924, -13.44640, -10.06803], [-18.38518, -14.01427, -10.97368], [-18.77233, -15.36260, -10.83476], [-17.63575, -16.39003, -10.72138], [-16.83026, -16.52737, -12.00526], [-18.29499, -17.65491, -10.43034], [-16.51909, -13.64990, -10.27748], [-17.65339, -13.80335, -9.04158], [-17.41882, -12.36687, -10.05803], [-19.44633, -15.34984, -9.97821], [-19.41003, -15.64908, -11.67104], [-16.96672, -16.18754, -9.88502], [-15.89034, -17.05202, -11.83384], [-16.56404, -15.54561, -12.39691], [-17.41042, -16.99616, -12.80009], [-18.91545, -17.98744, -11.15460], [-17.61016, -18.39321, -10.35272], [-15.88199, -6.90161, -13.37079], [-14.87174, -7.67037, -13.85149], [-15.58130, -5.98659, -12.86046], [-16.59100, -6.68352, -14.16944], [-16.53480, -7.49702, -12.73249], [-14.30473, -7.07192, -14.34338], [-17.54569, -11.05704, -15.31630], [-18.44488, -11.01464, -14.99090], [-17.04504, -10.51126, -14.70991]], "atomic_forces_ev_per_a": [[-2.2, 1.0, 0.5], [1.6, -0.9, -0.8], [-0.5, 0.6, 0.1], [2.3, 0.0, -2.4], [0.2, 0.3, 0.8], [-1.8, 1.2, 0.5], [0.1, 0.2, -0.3], [0.1, -0.8, 0.5], [0.3, -0.5, 0.8], [0.1, -0.2, 0.0], [0.2, -0.3, 0.5], [-0.8, -0.3, -0.3], [0.0, 0.1, 0.2], [0.4, -0.5, 0.2], [0.2, 0.3, -0.1], [0.6, 0.0, 0.4], [-0.6, -0.2, -0.4], [1.6, 0.0, -0.9], [-1.3, 1.0, 0.6], [1.5, -0.2, 0.7], [-0.6, 1.2, 0.0], [-1.1, -0.3, -0.1], [0.9, -1.8, -1.7], [-0.3, -0.1, 0.4], [0.1, -0.1, -0.1], [-0.5, -0.1, 0.1], [-0.4, -0.4, 0.2], [0.3, -0.1, 0.0], [-0.2, 0.3, 0.6], [0.5, 0.3, 0.0], [-0.3, 0.2, -0.2], [-0.2, 0.0, 0.2], [0.0, 0.4, 0.4], [0.0, -0.1, -0.2], [-0.7, 0.3, -0.1], [-0.1, 0.7, 0.6], [-0.3, -1.3, -1.4], [1.4, -1.0, 0.5], [0.0, -0.2, -0.7], [0.0, 0.9, -0.1], [-0.1, -0.3, 0.7], [-0.1, 0.3, 0.1], [-0.2, -0.1, -0.2], [0.7, 0.6, 0.4], [-0.5, -0.5, 0.0], [-0.2, 0.7, 0.4], [-0.1, -0.1, 0.2], [0.1, -0.3, -0.4], [0.4, 0.1, 0.1], [-0.3, 0.3, 0.3], [-0.1, -0.1, -0.3], [0.2, 0.9, 0.3], [0.9, -2.3, -1.5], [-1.4, 0.5, -0.6], [0.9, -1.0, 1.9], [-1.1, 1.4, 1.2], [0.3, 0.7, -1.0], [-0.7, -0.7, -0.4], [-0.1, -0.3, 0.7], [-0.1, 0.0, 0.2], [0.4, 0.8, -0.3], [0.2, 0.3, 0.5], [0.1, 0.1, 0.0], [0.1, 0.2, 0.2], [0.3, -0.1, -0.5], [-0.2, -0.2, -0.4], [0.2, -0.2, 0.0], [-0.1, -0.1, -0.1], [-0.3, -0.2, 0.7], [0.0, -0.8, -0.7], [0.8, 1.0, 0.4], [-0.1, -1.9, 0.2], [-0.4, 0.2, 1.6], [0.3, 1.1, -0.9], [-0.2, -0.1, 0.2], [0.0, 0.4, 0.4], [0.2, 0.9, -0.5], [-0.2, -0.1, -0.4], [-0.2, -0.1, 0.0], [0.2, 0.0, -0.3], [0.1, -0.4, -0.1], [0.1, 0.4, -0.1], [0.0, -0.5, -0.1], [0.0, -0.4, 0.1], [-0.2, 0.4, -0.4], [-0.3, 0.2, 0.4], [0.6, 0.0, 0.4], [-0.6, -0.3, 0.3], [-0.2, -0.5, 0.8], [0.7, -1.6, 0.3], [0.1, 1.6, -1.7], [0.3, 0.0, 0.1], [-0.3, -0.5, -0.1], [0.0, -0.2, -0.5], [0.5, 0.3, 0.1], [-0.5, 0.3, -0.1], [0.2, -0.2, 0.0], [-0.3, -0.1, 0.2], [0.1, 0.3, -0.1], [-0.4, 0.4, -0.1], [0.1, 0.0, 0.3], [0.0, 0.4, -0.4], [0.6, -0.7, -0.5], [-0.1, -0.5, -0.8], [0.6, -1.4, 0.7], [-0.8, 0.1, -0.5], [-0.2, 1.7, 1.0], [-0.3, 0.6, 1.0], [-0.1, 0.2, 0.4], [-0.2, 0.2, -0.3], [-0.5, 0.0, 0.2], [-0.3, 0.1, 0.7], [-0.2, -0.2, -0.5], [-0.3, -0.1, -1.1], [0.0, 0.1, -0.9], [0.8, -0.2, 0.7], [0.1, 0.5, -0.1], [0.3, 0.0, 0.0], [0.7, -0.4, 0.0], [3.1, 0.0, 1.7], [-1.4, 0.4, -2.5], [0.2, 0.3, 1.0], [-0.7, -0.6, -0.7], [0.3, 1.1, -0.2], [-0.1, -0.7, 0.9], [0.6, -0.8, -0.3], [-0.7, 0.0, 0.3], [-1.6, 0.3, -0.3], [0.2, -0.7, 0.5], [0.2, 0.3, -0.4], [-0.1, 0.3, 0.1], [-0.1, -0.3, -0.1], [0.2, 0.2, 0.0], [0.0, -0.2, 0.1], [-0.1, 0.4, -0.3], [0.2, -0.1, 0.2], [-2.7, 0.5, 0.3], [1.9, -0.9, -0.4], [0.1, 0.0, 0.1], [0.0, 0.7, -0.3], [0.4, -0.1, 0.6], [0.3, -0.3, -0.2], [0.1, -0.1, -0.2], [-0.3, 0.0, 0.1], [0.2, 0.2, 0.1]], "lowdin_charge": [-0.09, -0.21, -0.18, -0.41, -0.09, 0.03, 0.08, 0.08, 0.08, 0.11, 0.12, 0.14, 0.08, 0.08, 0.08, 0.07, 0.06, -0.06, -0.21, -0.22, -0.46, -0.05, 0.02, 0.09, 0.09, 0.08, 0.12, 0.13, 0.12, 0.07, 0.08, 0.07, 0.08, 0.07, -0.11, -0.20, -0.19, -0.45, -0.07, 0.03, 0.08, 0.08, 0.08, 0.12, 0.12, 0.13, 0.08, 0.07, 0.07, 0.06, 0.07, -0.14, -0.17, -0.16, -0.42, -0.10, 0.02, 0.08, 0.07, 0.08, 0.11, 0.12, 0.14, 0.07, 0.08, 0.07, 0.06, 0.06, -0.11, -0.18, -0.20, -0.46, -0.08, 0.03, 0.08, 0.08, 0.08, 0.12, 0.12, 0.14, 0.08, 0.07, 0.08, 0.07, 0.07, -0.10, -0.18, -0.24, -0.46, -0.06, 0.02, 0.09, 0.09, 0.09, 0.13, 0.13, 0.14, 0.07, 0.08, 0.08, 0.07, 0.06, -0.11, -0.20, -0.20, -0.42, -0.05, 0.03, 0.08, 0.09, 0.09, 0.12, 0.12, 0.12, 0.07, 0.07, 0.07, 0.06, 0.07, -0.18, -0.17, -0.18, -0.44, -0.06, 0.02, 0.08, 0.09, 0.09, 0.12, 0.13, 0.13, 0.08, 0.07, 0.08, 0.07, 0.07, -0.22, -0.10, 0.08, 0.07, 0.08, 0.08, -0.05, 0.02, 0.02]}